Below is a gas-phase ion, C4H8NO (charge +1) in a non-equilibrium geometry, with properties calculated with wB97M-V/def2-TZVPD.

Geometry as XYZ:
```
14
Properties=species:S:1:pos:R:3:lowdin_charge:R:1
C -0.153 0.166 0.628 0.046
C -0.322 0.757 -0.764 0.084
C -0.365 2.209 -0.753 -0.042
C 0.513 -2.205 0.272 0.049
N 0.170 -1.097 1.169 -0.224
O 0.163 -1.412 2.370 0.155
H -0.117 0.946 1.378 0.125
H -0.538 0.343 -1.696 0.108
H -0.297 2.674 0.116 0.049
H -1.094 2.436 -1.534 0.126
H 0.463 2.537 -1.416 0.147
H 0.900 -1.891 -0.610 0.050
H -0.524 -2.672 -0.105 0.183
H 1.201 -2.791 0.945 0.144
```

The calculation puts the LUMO energy (alpha / beta) at -7.1 / -7.1 eV. The value obtained for the HOMO-LUMO gap (alpha / beta) is 7.9 / 7.9 eV. As for the structure (SMILES): C/C=C/[N+](C)=O. The total charge is +1. The relative energy (zero: lowest compared OMol25 entry of this formula, charge and spin) is 479.9 kJ/mol.

=====

Below is a molecular structure, C4H8NO in a non-equilibrium geometry, with properties calculated with wB97M-V/def2-TZVPD.

Geometry as XYZ:
```
14
Properties=species:S:1:pos:R:3:lowdin_charge:R:1
C -0.283 1.873 0.143 0.019
C 0.896 1.959 -0.517 0.007
C 0.116 0.493 0.526 -0.328
C 0.004 -1.949 0.041 0.019
N -0.655 -0.613 -0.210 0.042
O 1.309 0.684 -0.143 -0.015
H -1.118 2.517 0.411 0.118
H 1.493 2.573 -1.256 0.170
H 0.338 0.060 1.588 0.206
H 1.050 -1.934 -0.221 0.104
H -0.071 -2.129 1.111 0.106
H -0.634 -2.684 -0.473 0.116
H -1.671 -0.805 0.120 0.223
H -0.775 -0.046 -1.119 0.214
```

The calculation puts the LUMO energy at -3.6 eV. The value obtained for the HOMO-LUMO gap is 10.5 eV. The total charge is +1. The relative energy (zero: lowest compared OMol25 entry of this formula, charge and spin) is 246.2 kJ/mol.

=====

Below is a gas-phase ion, C4H8NO (charge +1) in a non-equilibrium geometry, with properties calculated with wB97M-V/def2-TZVPD.

Geometry as XYZ:
```
14
Properties=species:S:1:pos:R:3:lowdin_charge:R:1
C -0.998 0.151 -0.091 -0.259
C -2.041 -0.764 -0.445 0.139
C 1.009 1.435 0.354 0.003
C 1.095 -0.959 0.043 -0.044
N 0.350 0.169 0.102 -0.163
O -2.108 0.743 -0.084 0.214
H -2.326 -1.019 -1.535 0.172
H -2.519 -1.434 0.310 0.150
H 0.163 2.164 0.117 0.127
H 1.998 1.718 -0.270 0.164
H 1.342 1.389 1.392 0.105
H 0.589 -1.678 -0.547 0.098
H 1.345 -1.295 1.087 0.141
H 2.102 -0.619 -0.434 0.152
```

The calculation puts the LUMO energy at -4.2 eV. The value obtained for the HOMO-LUMO gap is 11.4 eV. As for the structure (SMILES): C[N+](C)=C1CO1. The total charge is +1. The relative energy (zero: lowest compared OMol25 entry of this formula, charge and spin) is 275.1 kJ/mol.

=====

Below is a gas-phase ion, C4H8NO (charge +1) in a non-equilibrium geometry, with properties calculated with wB97M-V/def2-TZVPD.

Geometry as XYZ:
```
14
Properties=species:S:1:pos:R:3:lowdin_charge:R:1
C 1.873 0.127 0.308 -0.223
C 0.621 0.787 1.241 0.141
C 0.011 0.704 -1.266 0.071
C -0.090 -1.406 0.205 0.044
N 0.461 -0.017 -0.018 -0.237
O 2.965 -0.002 -0.049 0.278
H 0.553 0.131 2.074 0.104
H 0.510 1.835 1.405 0.124
H 0.423 1.665 -1.316 0.097
H 0.320 0.123 -2.143 0.119
H -1.104 0.476 -1.313 0.145
H -1.124 -1.429 0.461 0.106
H -0.022 -2.116 -0.550 0.091
H 0.341 -1.925 1.110 0.140
```

The calculation puts the LUMO energy at -4.3 eV. The value obtained for the HOMO-LUMO gap is 10.8 eV. As for the structure (SMILES): C[N+]1(C)CC1=O. The total charge is +1. The relative energy (zero: lowest compared OMol25 entry of this formula, charge and spin) is 327.7 kJ/mol.

=====

Below is a gas-phase ion, C4H8NO (charge +1) in a non-equilibrium geometry, with properties calculated with wB97M-V/def2-TZVPD.

Geometry as XYZ:
```
14
Properties=species:S:1:pos:R:3:lowdin_charge:R:1
C -1.661 -1.021 -0.162 0.164
C -0.852 1.655 -0.096 0.188
C 0.207 0.726 0.462 -0.362
C 1.997 -0.729 0.003 0.022
N -0.981 -0.018 0.119 0.047
O 1.258 0.487 -0.339 -0.077
H -1.400 -2.051 -0.088 0.112
H -2.695 -0.797 -0.526 0.139
H -1.598 2.348 0.377 0.141
H -0.741 1.971 -1.164 0.143
H 0.272 0.552 1.605 0.208
H 1.976 -0.983 1.011 0.084
H 2.805 -0.643 -0.628 0.080
H 1.413 -1.499 -0.575 0.110
```

The calculation puts the LUMO energy at -4.7 eV. The value obtained for the HOMO-LUMO gap is 10.4 eV. As for the structure (SMILES): C=[N+]1C[C@@H]1OC. The total charge is +1. The relative energy (zero: lowest compared OMol25 entry of this formula, charge and spin) is 357.9 kJ/mol.

=====

Below is 2 unconnected molecules or ions with the total composition C4H8NO in a non-equilibrium geometry, with properties calculated with wB97M-V/def2-TZVPD.

Geometry as XYZ:
```
14
Properties=species:S:1:pos:R:3:lowdin_charge:R:1
C -2.605 -1.359 1.855 0.053
C -1.834 -1.203 0.860 -0.049
C 2.443 1.230 0.382 0.183
C -0.954 -0.782 -0.055 -0.189
N 1.780 1.678 -0.673 0.186
O -0.678 0.530 -0.377 -0.053
H -2.240 -1.347 2.816 0.053
H 3.458 1.566 0.706 0.138
H 2.018 0.484 0.993 0.094
H -0.658 -1.471 -0.780 0.095
H 2.151 2.501 -1.115 0.139
H 0.821 1.189 -0.893 0.142
H -3.654 -1.586 1.699 0.089
H -1.559 0.896 -0.351 0.118
```

The calculation puts the LUMO energy at -5.5 eV. The value obtained for the HOMO-LUMO gap is 7.3 eV. The total charge is +1. The relative energy (zero: lowest compared OMol25 entry of this formula, charge and spin) is 287.8 kJ/mol.

=====

Below is a gas-phase ion, C4H8NO (charge +1) in a non-equilibrium geometry, with properties calculated with wB97M-V/def2-TZVPD.

Geometry as XYZ:
```
14
Properties=species:S:1:pos:R:3:lowdin_charge:R:1
C -2.350 -1.092 0.299 0.105
C 0.639 0.148 -1.063 0.017
C -1.646 -0.026 0.022 -0.177
C 0.944 1.343 -0.089 -0.026
N -0.232 0.002 0.084 -0.060
O 1.898 1.164 0.842 0.086
H -1.554 -1.665 0.653 0.054
H -3.169 -1.375 -0.287 0.086
H 0.096 0.186 -1.988 0.142
H 1.322 -0.604 -0.854 0.120
H 0.225 2.089 0.148 0.153
H -2.066 0.608 -0.740 0.126
H -0.088 -1.010 0.438 0.190
H 1.990 2.122 1.172 0.185
```

The calculation puts the LUMO energy at -4.2 eV. The value obtained for the HOMO-LUMO gap is 10.2 eV. As for the structure (SMILES): C=C[N@H+]1C[C@@H]1O. The total charge is +1. The relative energy (zero: lowest compared OMol25 entry of this formula, charge and spin) is 432.5 kJ/mol.

=====

Below is a molecular structure, C4H8NO in a non-equilibrium geometry, with properties calculated with wB97M-V/def2-TZVPD.

Geometry as XYZ:
```
14
Properties=species:S:1:pos:R:3:lowdin_charge:R:1
C -0.695 -0.888 1.661 -0.072
C -1.233 -0.176 0.356 -0.101
C 0.614 -0.436 1.168 -0.045
C 1.210 0.599 -1.685 0.038
N 0.197 0.003 0.046 0.023
O 2.073 1.543 -2.027 0.087
H -1.044 -0.348 2.542 0.133
H -0.873 -1.880 1.604 0.088
H -1.830 -0.788 -0.179 0.076
H -1.878 0.723 0.700 0.164
H 1.705 -0.405 1.438 0.161
H 1.874 -0.320 -1.523 0.150
H 2.025 2.349 -2.519 0.136
H 0.125 0.654 -2.143 0.163
```

The calculation puts the LUMO energy at -4.5 eV. The value obtained for the HOMO-LUMO gap is 10.4 eV. The total charge is +1. The relative energy (zero: lowest compared OMol25 entry of this formula, charge and spin) is 384.1 kJ/mol.

=====

Below is a gas-phase ion, C4H8NO (charge +1) in a non-equilibrium geometry, with properties calculated with wB97M-V/def2-TZVPD.

Geometry as XYZ:
```
14
Properties=species:S:1:pos:R:3:mulliken_spin:R:1
C 0.976 -0.368 -0.148 0.349
C 1.031 -1.548 -1.060 0.027
C -0.411 1.464 0.980 0.044
C -0.224 0.126 0.424 0.159
N 0.194 -0.704 1.757 0.583
O -0.067 -1.828 1.767 0.740
H 1.875 0.165 0.057 0.024
H 1.874 -1.511 -1.835 0.015
H 0.042 -1.817 -1.405 0.001
H 1.354 -2.457 -0.497 0.034
H -0.637 2.210 0.120 0.012
H -1.101 1.546 1.802 0.002
H 0.554 1.657 1.277 0.001
H -1.165 -0.405 0.025 0.010
```

The calculation puts the LUMO energy (alpha / beta) at -5.9 / -7.8 eV. Its spin multiplicity is 3. The value obtained for the HOMO-LUMO gap (alpha / beta) is 8.6 / 10.1 eV. Its expectation value of S² is 2.012. The total charge is +1. The relative energy (zero: lowest compared OMol25 entry of this formula, charge and spin) is 110.7 kJ/mol.

=====

Below is 2 unconnected molecules or ions with the total composition C4H8NO2 in a non-equilibrium geometry, with properties calculated with wB97M-V/def2-TZVPD.

Geometry as XYZ:
```
15
Properties=species:S:1:pos:R:3:lowdin_charge:R:1
C -1.403 -1.373 0.717 -0.167
C -1.286 0.093 0.758 -0.223
C -0.096 0.724 0.636 -0.247
N 0.060 2.058 0.368 0.025
H -0.415 -1.859 0.634 0.061
H -1.967 -1.806 1.546 0.046
H -1.959 -1.581 -0.203 0.060
H -2.212 0.705 0.778 0.080
H 0.795 0.118 0.510 0.077
H 0.866 2.289 -0.170 0.040
H -0.756 2.613 0.112 0.075
O 2.156 0.744 -1.134 -0.181
C 2.080 -0.505 -1.442 -0.588
O 1.478 -1.382 -0.773 -0.142
H 2.657 -0.840 -2.336 0.082
```

The calculation puts the LUMO energy at 4.3 eV. The value obtained for the HOMO-LUMO gap is 7.8 eV. The total charge is -1. The relative energy (zero: lowest compared OMol25 entry of this formula, charge and spin) is 115.9 kJ/mol.